Molecular formula: C4H13NO2
Method: DFT, ωB97M-V with the def2-TZVPD basis set

Geometry as XYZ:
```
20
Properties=species:S:1:pos:R:3:lowdin_charge:R:1
C -0.451 -1.559 0.344 -0.07
C -0.596 -0.764 -0.925 -0.43
N 0.380 -1.260 -1.894 0.04
C -0.464 0.742 -0.754 -0.44
C -1.653 1.315 0.015 -0.05
O 0.755 1.112 -0.177 -0.03
H 0.559 -1.457 0.755 0.07
H -1.125 -1.290 1.146 0.07
H -0.591 -2.624 0.153 0.08
H -1.571 -0.952 -1.393 0.13
H 0.879 -0.501 -2.325 0.06
H 0.975 -1.943 -1.461 0.06
H -0.486 1.210 -1.740 0.14
H -1.526 2.357 0.301 0.08
H -2.582 1.127 -0.534 0.08
H -1.823 0.789 0.968 0.07
H 0.752 1.066 0.787 0.05
O 1.541 0.297 2.505 -0.04
H 1.596 -0.122 3.357 0.04
H 2.359 0.814 2.502 0.06
```

For the LUMO energy, the calculation gives 0.44 eV. The calculation puts the relative energy (zero: lowest compared OMol25 entry of this formula, charge and spin) at 40.13 kJ/mol. The charge is 0. As for the HOMO energy: -8.671 eV. The SMILES is C[C@H](N)[C@@H](C)O.O. For the molar mass, the calculation gives 107.2 g/mol. The calculation puts the total energy at -9943.7807 eV. The gap between HOMO and LUMO is 9.11 eV.

Molecular formula: C4H13NO2P
Method: DFT, ωB97M-V with the def2-TZVPD basis set

Geometry as XYZ:
```
21
Properties=species:S:1:pos:R:3:lowdin_charge:R:1
C 0.292 -2.795 2.175 -0.15
O -0.068 -1.881 1.189 -0.33
P -0.161 -0.228 1.612 0.83
O 1.311 0.070 1.741 -0.18
C -0.531 1.007 0.331 -0.26
N 0.172 0.585 -0.828 -0.32
C -0.748 -0.322 -1.754 0.05
C 0.665 1.782 -1.522 -0.03
H -0.231 -3.810 1.961 0.14
H 0.023 -2.334 3.127 0.07
H 1.332 -2.839 2.327 0.07
H -0.579 -0.409 2.861 0.05
H 1.232 1.090 1.793 0.14
H -1.457 1.429 0.021 0.06
H 1.012 0.001 -0.422 0.19
H -0.275 -0.449 -2.693 0.08
H -0.910 -1.360 -1.393 0.11
H -1.630 0.307 -1.796 0.10
H -0.317 2.368 -1.794 0.15
H 1.446 2.412 -1.068 0.11
H 1.147 1.368 -2.504 0.13
```

For the LUMO energy, the calculation gives -2.79 eV. The calculation puts the relative energy (zero: lowest compared OMol25 entry of this formula, charge and spin) at 270.10 kJ/mol. The charge is +1. As for the HOMO energy: -12.709 eV. The SMILES is CO[P@@H](O)=C[NH+](C)C. For the molar mass, the calculation gives 138.1 g/mol. The calculation puts the total energy at -19222.9920 eV. The gap between HOMO and LUMO is 9.92 eV.

Molecular formula: C4H13NO3
Method: DFT, ωB97M-V with the def2-TZVPD basis set

Geometry as XYZ:
```
21
Properties=species:S:1:pos:R:3:lowdin_charge:R:1
O -3.678 0.164 -0.070 -0.07
C -2.335 0.589 0.247 -0.29
C -1.411 0.549 -0.952 -0.15
C 0.129 0.982 -0.429 -0.20
N 0.322 0.916 1.017 -0.10
C 1.672 0.440 1.412 -0.24
O 2.502 0.705 0.268 -0.13
H -3.936 -0.446 -0.672 0.01
H -2.027 0.212 1.223 0.10
H -2.592 1.657 0.640 0.14
H -1.318 -0.504 -1.332 0.09
H -1.677 1.121 -1.955 0.14
H 0.933 0.521 -1.066 0.11
H 0.200 2.122 -0.632 0.12
H -0.100 1.633 1.614 0.11
H 2.130 1.180 2.198 0.15
H 1.572 -0.623 1.547 0.10
H 2.558 -0.151 -0.222 0.09
O 2.342 -3.441 -1.128 -0.06
H 1.491 -3.718 -1.607 0.08
H 2.856 -4.202 -1.078 -0.02
```

For the LUMO energy, the calculation gives 0.49 eV. The calculation puts the relative energy (zero: lowest compared OMol25 entry of this formula, charge and spin) at 415.14 kJ/mol. The charge is 0. As for the HOMO energy: -8.216 eV. The SMILES is OCCCNCO.O. For the molar mass, the calculation gives 123.2 g/mol. The calculation puts the total energy at -11988.1687 eV. The gap between HOMO and LUMO is 8.70 eV.

Molecular formula: C4H13NO3
Method: DFT, ωB97M-V with the def2-TZVPD basis set

Geometry as XYZ:
```
21
Properties=species:S:1:pos:R:3:lowdin_charge:R:1
C 0.246 -1.684 -0.427 -0.05
N -0.826 -0.733 -0.504 -0.04
C -1.495 -0.256 0.616 -0.15
C 0.268 0.589 2.123 0.21
C -0.876 0.965 1.351 -0.36
O -1.933 1.475 2.267 0.01
H 0.932 -1.392 0.399 0.10
H 0.916 -1.504 -1.267 0.08
H -0.125 -2.705 -0.378 0.10
H -0.646 -0.066 -1.255 0.09
H -1.495 -1.055 1.373 0.13
H -2.546 -0.024 0.392 0.15
H 0.200 -0.217 2.867 0.10
H 1.162 1.144 2.385 0.10
H -0.717 1.825 0.703 0.16
H -1.548 1.289 3.117 0.07
H 1.909 0.211 -2.572 -0.06
O 0.450 0.354 -3.039 -0.39
H 3.305 0.828 -2.337 0.00
H 0.028 0.898 -3.716 -0.08
O 2.792 0.058 -2.099 -0.16
```

For the LUMO energy, the calculation gives -4.15 eV. The calculation puts the relative energy (zero: lowest compared OMol25 entry of this formula, charge and spin) at 772.70 kJ/mol. The charge is 0. As for the HOMO energy: -7.521 eV. For the molar mass, the calculation gives 123.2 g/mol. The calculation puts the total energy at -11984.4629 eV. The gap between HOMO and LUMO is 3.37 eV.

Molecular formula: C4H13NO3
Method: DFT, ωB97M-V with the def2-TZVPD basis set

Geometry as XYZ:
```
21
Properties=species:S:1:pos:R:3:lowdin_charge:R:1
C 1.896 -0.161 -1.744 0.02
C 1.322 1.037 -1.619 -0.11
C -0.133 1.205 -1.268 -0.37
C -0.969 0.364 -0.688 0.02
N -0.551 2.488 -1.659 0.11
H 2.989 -0.153 -1.832 0.06
H 1.499 -1.207 -1.605 0.09
H 1.800 1.955 -1.704 0.08
H -0.687 -0.605 -0.382 0.02
H -2.002 0.419 -0.428 0.05
H -0.067 3.228 -2.006 0.05
H -1.449 2.715 -1.420 0.06
O 1.412 -2.270 2.271 -0.09
H 1.951 -2.547 1.511 0.03
H 0.518 -2.441 1.842 0.06
O -0.151 0.915 3.732 -0.07
H -0.370 1.373 2.897 0.04
H 0.127 0.004 3.560 0.02
O -2.049 -2.378 0.109 -0.07
H -2.974 -2.512 0.438 0.07
H -2.112 -1.430 -0.006 -0.04
```

For the LUMO energy, the calculation gives 0.51 eV. The calculation puts the relative energy (zero: lowest compared OMol25 entry of this formula, charge and spin) at 312.89 kJ/mol. The charge is 0. As for the HOMO energy: -8.491 eV. The SMILES is C=CC(=C)N.O.O.O. For the molar mass, the calculation gives 123.2 g/mol. The calculation puts the total energy at -11989.2284 eV. The gap between HOMO and LUMO is 9.00 eV.

Molecular formula: C4H13NO3
Method: DFT, ωB97M-V with the def2-TZVPD basis set

Geometry as XYZ:
```
21
Properties=species:S:1:pos:R:3:lowdin_charge:R:1
C 2.453 -0.027 -1.537 -0.09
C 1.104 -0.130 -0.804 -0.46
O 1.215 -1.395 -0.129 -0.06
C 0.908 1.129 0.117 -0.13
N -0.423 0.828 0.776 -0.07
C -0.667 0.050 1.945 -0.29
O -1.146 -1.222 1.518 -0.07
H 2.660 -1.137 -2.036 0.13
H 3.427 0.028 -1.016 0.07
H 2.444 0.660 -2.407 0.07
H 0.380 -0.109 -1.548 0.10
H 0.360 -1.434 0.368 0.06
H 0.723 2.072 -0.679 0.17
H 1.832 1.353 0.747 0.13
H -1.175 0.845 0.051 0.09
H 0.129 0.029 2.625 0.10
H -1.490 0.595 2.536 0.13
H -1.851 -1.679 1.972 0.09
O -2.738 0.840 -1.459 -0.05
H -2.910 1.195 -2.288 -0.01
H -3.008 -0.136 -1.520 0.10
```

For the LUMO energy, the calculation gives 0.47 eV. The calculation puts the relative energy (zero: lowest compared OMol25 entry of this formula, charge and spin) at 308.88 kJ/mol. The charge is 0. As for the HOMO energy: -8.240 eV. The SMILES is C[C@@H](O)CNCO.O. For the molar mass, the calculation gives 123.2 g/mol. The calculation puts the total energy at -11989.2700 eV. The gap between HOMO and LUMO is 8.71 eV.

Molecular formula: C4H13NO3P
Method: DFT, ωB97M-V with the def2-TZVPD basis set

Geometry as XYZ:
```
22
Properties=species:S:1:pos:R:3:lowdin_charge:R:1
C -1.920 0.994 -0.517 -0.07
C -1.257 0.018 0.461 -0.26
C -0.045 -0.414 -0.084 -0.38
C 1.083 0.576 -0.159 -0.77
N 0.784 -1.242 1.818 0.12
O 2.223 -0.104 -0.415 0.05
O 0.728 1.258 -1.371 0.03
O 1.121 1.486 0.829 0.10
P 0.151 -1.957 -1.042 1.01
H -1.490 2.020 -0.614 0.10
H -3.009 1.041 -0.282 0.10
H -2.040 0.725 -1.601 0.10
H -1.984 -0.872 0.609 0.17
H -1.226 0.677 1.263 0.11
H 0.030 -2.082 1.620 0.14
H 0.330 -0.833 2.579 0.05
H 1.653 -1.658 2.093 0.08
H 2.591 0.004 -1.286 0.13
H 0.945 2.195 -1.470 0.14
H 1.988 1.587 1.320 0.18
H -1.136 -1.996 -1.468 -0.08
H 0.479 -1.424 -2.284 -0.04
```

For the LUMO energy, the calculation gives -4.91 eV. The calculation puts the relative energy (zero: lowest compared OMol25 entry of this formula, charge and spin) at 365.32 kJ/mol. The charge is +1. As for the HOMO energy: -14.429 eV. For the molar mass, the calculation gives 154.1 g/mol. The calculation puts the total energy at -21270.6803 eV. The gap between HOMO and LUMO is 9.52 eV.

Molecular formula: C4H13NOP2
Method: DFT, ωB97M-V with the def2-TZVPD basis set

Geometry as XYZ:
```
21
Properties=species:S:1:pos:R:3:lowdin_charge:R:1
C -2.588 0.385 0.734 -0.12
C 3.298 0.160 0.024 -0.45
C -1.687 0.475 -0.449 -0.30
C -1.374 -0.909 -1.041 -0.31
N -0.581 -1.672 -0.113 -0.37
O 1.186 2.478 0.629 -0.39
P 0.903 -1.164 0.373 0.66
P 1.625 0.544 -0.797 0.81
H -3.712 0.153 0.566 0.10
H -2.235 -0.381 1.549 0.10
H -2.472 1.325 1.293 0.07
H 3.796 -0.813 -0.288 0.05
H 2.912 -0.049 1.036 -0.03
H 3.845 1.083 0.032 0.01
H -0.732 0.901 -0.202 0.00
H -1.922 1.073 -1.305 0.11
H -2.258 -1.661 -1.363 0.16
H -0.791 -0.886 -1.909 0.06
H -1.061 -1.801 0.675 -0.03
H 2.043 2.728 0.970 -0.08
H 1.806 -1.969 -0.414 -0.06
```

For the LUMO energy (alpha / beta), the calculation gives -0.85 / -0.85 eV. The calculation puts the relative energy (zero: lowest compared OMol25 entry of this formula, charge and spin) at 253.83 kJ/mol. The charge is 0. As for the HOMO energy (alpha / beta): -8.880 / -8.878 eV. For the molar mass, the calculation gives 153.1 g/mol. The calculation puts the total energy at -26470.2662 eV. The gap between HOMO and LUMO (alpha / beta) is 8.03 / 8.03 eV.

Molecular formula: C4H13NOS
Method: DFT, ωB97M-V with the def2-TZVPD basis set

Geometry as XYZ:
```
20
Properties=species:S:1:pos:R:3:lowdin_charge:R:1
C 0.513 2.308 -1.057 -0.13
N 1.091 1.080 -0.539 -0.12
C 0.242 0.257 0.284 -0.28
C 0.461 -1.207 -0.011 -0.27
C -0.228 -1.666 -1.275 -0.57
S -2.048 -1.638 -1.217 0.70
H 1.268 3.098 -1.108 0.08
H -0.133 2.714 -0.273 0.08
H -0.152 2.171 -1.896 0.07
H 1.590 0.570 -1.248 0.10
H -0.803 0.537 0.148 0.10
H 0.386 0.377 1.357 0.07
H -0.018 -1.808 0.778 0.11
H 1.491 -1.561 0.051 0.12
H 0.122 -2.621 -1.646 0.07
H -0.070 -0.963 -2.090 0.05
H -2.270 -2.868 -0.737 -0.15
O -0.384 0.543 3.737 -0.05
H 0.002 0.792 2.900 -0.01
H -1.062 -0.115 3.844 0.03
```

For the LUMO energy, the calculation gives 0.76 eV. The calculation puts the relative energy (zero: lowest compared OMol25 entry of this formula, charge and spin) at 132.44 kJ/mol. The charge is 0. As for the HOMO energy: -8.784 eV. The SMILES is CNCCCS.O. For the molar mass, the calculation gives 123.2 g/mol. The calculation puts the total energy at -18730.6385 eV. The gap between HOMO and LUMO is 9.55 eV.

Molecular formula: C4H13NOS
Method: DFT, ωB97M-V with the def2-TZVPD basis set

Geometry as XYZ:
```
20
Properties=species:S:1:pos:R:3:lowdin_charge:R:1
C -0.115 2.570 -1.026 -0.13
N 0.341 1.209 -0.844 -0.14
C 0.333 0.715 0.525 -0.28
C 0.503 -0.792 0.596 -0.28
C -0.658 -1.667 0.190 -0.57
S -2.223 -1.312 1.069 0.70
H 0.619 3.238 -0.581 0.08
H -1.193 2.687 -0.835 0.08
H -0.100 2.803 -2.101 0.08
H -0.226 0.574 -1.388 0.10
H -0.559 0.969 1.121 0.09
H 1.155 1.204 1.053 0.12
H 0.944 -1.097 1.542 0.11
H 1.362 -1.024 -0.063 0.11
H -0.393 -2.721 0.127 0.07
H -0.952 -1.502 -0.857 0.06
H -1.817 -1.745 2.266 -0.15
O 3.515 0.337 -1.350 -0.09
H 3.664 0.389 -2.303 0.03
H 2.679 0.814 -1.159 0.01
```

For the LUMO energy, the calculation gives 0.83 eV. The calculation puts the relative energy (zero: lowest compared OMol25 entry of this formula, charge and spin) at 77.76 kJ/mol. The charge is 0. As for the HOMO energy: -9.031 eV. The SMILES is CNCCCS.O. For the molar mass, the calculation gives 123.2 g/mol. The calculation puts the total energy at -18731.2052 eV. The gap between HOMO and LUMO is 9.86 eV.

- Which of these has the lowest relative energy (zero: lowest compared OMol25 entry of this formula, charge and spin)?
  C4H13NO2